Entry 1:
Below is a 2-piece molecular cluster, C8H15N2O2 overall in a non-equilibrium geometry, with properties calculated with ωB97M-V with the def2-TZVPD basis set.

Results
Kohn-Sham gap: 8.22 eV
charge: +1

XYZ file:
```
27
C8H15N2O2 (ωB97M-V with the def2-TZVPD basis set)
H -3.410 0.370 -1.265
H 1.149 -0.599 2.526
O -1.526 0.510 -0.412
N 0.498 0.173 0.549
H 0.923 -0.116 -1.470
H -0.301 -4.312 -0.384
H -1.091 -0.201 1.608
C -3.265 2.300 0.053
H -3.352 0.291 0.553
H -4.340 2.320 0.516
H 4.533 0.198 -0.694
H 3.607 -0.670 1.310
C 2.688 -0.187 0.957
C -0.813 0.075 0.639
C 1.210 0.582 -0.590
C -2.983 0.825 -0.332
O -0.904 -2.370 0.008
C -0.982 -3.564 0.092
H -1.615 -4.023 0.786
H 0.901 1.568 -0.810
H 3.452 1.297 -1.887
H -2.614 2.500 0.848
C 3.616 0.370 -1.276
H -3.030 3.122 -0.594
H 3.583 -0.516 -1.948
C 1.460 -0.301 1.513
N 2.605 0.360 -0.296
```

=====

Entry 2:
Below is one molecule with the formula C18H17N3O6 in a non-equilibrium geometry, with properties calculated with ωB97M-V with the def2-TZVPD basis set.

Results
structure (SMILES): Cc1cccc(C)c1OCC(=O)N/N=C/c1cc2c(cc1[N+](=O)[O-])OCO2
Kohn-Sham gap: 8.03 eV
charge: 0

XYZ file:
```
44
C18H17N3O6 (ωB97M-V with the def2-TZVPD basis set)
C 1.174 1.816 -0.819
H -4.344 -4.154 3.107
H 0.693 0.646 0.892
H -1.490 -4.521 -1.354
H -3.695 -5.775 1.537
C -1.817 -0.655 1.796
H 1.757 0.672 -2.740
O 0.729 4.871 1.893
C -3.397 -4.852 1.390
O 2.583 2.528 -3.096
C -3.504 -2.483 2.622
C 1.565 3.120 -1.151
H -3.601 -1.897 3.301
N 1.015 -0.498 -0.999
O -1.045 -2.451 -0.357
C 0.999 -2.928 -1.387
N 1.914 3.302 -2.723
C -3.846 -3.879 2.486
C 1.494 0.530 -1.636
H -0.759 -0.740 2.587
H -1.242 -5.801 -0.082
C 1.161 4.208 -0.262
H -0.860 4.272 3.283
C -2.318 -2.038 1.745
C 0.299 4.066 2.922
C 0.875 4.012 0.947
C -1.919 -5.246 -0.516
N 1.355 -1.556 -2.000
H 0.907 -2.377 0.634
C 0.620 2.565 1.252
C 1.006 1.559 0.596
H -2.471 -0.134 1.942
H 0.780 4.356 3.537
H -1.584 -0.363 0.676
H 0.295 -3.938 0.373
C -2.476 -4.397 0.560
O 1.653 4.507 -2.954
H 1.606 -1.485 -2.861
H 1.246 5.244 -0.679
C 0.314 -2.904 -0.149
C -1.785 -2.890 0.835
O 0.504 2.773 2.654
H -2.534 -5.713 -0.888
O 1.401 -3.887 -2.283
```

=====

Entry 3:
Below is C23H41LaN2O2P2 as an isolated structure in a non-equilibrium geometry, with properties calculated with ωB97M-V with the def2-TZVPD basis set.

Results
Kohn-Sham gap (alpha / beta): 5.44 / 5.44 eV
charge: +2

XYZ file:
```
71
C23H41LaN2O2P2 (ωB97M-V with the def2-TZVPD basis set)
C 1.370 -1.365 -2.976
H -0.777 -0.682 4.016
H 2.824 -3.333 0.550
P 2.734 -1.165 -0.533
H -2.394 -1.174 3.213
H -2.103 -1.842 -0.444
C 0.105 1.159 4.637
H -1.597 2.282 -4.045
C 4.432 -0.525 -0.169
H 3.526 -1.177 -2.848
C 0.930 4.206 2.494
H 1.045 3.082 4.932
H 4.506 -0.377 0.918
P -2.496 1.106 -2.167
C 2.991 -2.990 -0.475
C -1.106 -1.649 1.481
H 1.160 0.952 6.484
H -1.679 -3.379 0.307
H 2.814 0.843 -2.656
C -0.968 -2.187 -4.154
C -3.921 1.210 -1.121
H 0.225 -3.610 -5.243
C -2.459 -1.670 2.232
H -3.820 2.071 -0.443
C -2.514 2.289 -3.458
H 1.825 4.451 3.081
C 2.598 -1.190 -2.291
H -1.980 -2.498 -4.578
H -0.094 -0.284 6.194
H 4.593 0.445 -0.659
C -1.331 -2.348 0.145
H -2.867 -0.423 -3.859
La 0.426 0.636 -0.641
H -3.214 -1.132 1.627
O 2.754 1.477 -1.890
C -2.314 -0.517 -2.879
C -0.204 1.997 1.966
H 0.803 3.773 -1.978
H 0.476 4.131 -0.573
H 2.948 2.170 -2.592
H 1.201 4.273 1.429
H -2.789 -2.723 2.381
C -0.424 0.274 3.674
H -4.765 1.365 -1.808
C 0.158 0.771 6.079
C 0.258 -2.802 -4.516
H -2.911 -1.256 -2.279
C 1.410 -2.361 -3.943
H -0.413 -2.405 -0.458
H 2.362 -2.798 -4.198
O 0.105 4.196 -1.469
C 0.582 2.405 4.216
H -2.699 3.292 -3.020
C -0.938 -1.139 -3.222
H 0.894 -2.505 1.645
H 0.193 -2.052 3.216
H 0.189 4.994 2.700
N -0.647 -0.249 1.210
H -0.633 2.422 1.023
H -1.599 1.019 -1.040
C -0.471 0.639 2.295
C 0.435 2.834 2.888
H -0.412 -3.519 2.380
H 4.008 -3.227 -0.813
H -3.364 2.018 -4.124
H 5.195 -1.252 -0.479
C -0.043 -2.478 2.233
H -0.555 1.365 6.670
N 0.203 -0.703 -2.607
H 2.262 -3.455 -1.146
H -4.036 0.295 -0.522
```

=====

Q: The lowest charge belongs to which entry?
A: C18H17N3O6

=====

Q: charge of number 3 (C23H41LaN2O2P2)?
A: +2

=====

Q: Among the records above, which one has the highest charge?
A: C23H41LaN2O2P2

=====

Q: Which of these has the lowest charge?
A: C18H17N3O6